1.
Entry from the OMol25 dataset: C12H6Cl2N3O4SSeZn as an isolated structure at a distorted geometry (the ωB97M-V functional and the def2-TZVPD basis).

The value obtained for the HOMO energy is -0.20008 hartree. As for the total charge: -1. The value obtained for the energy relative to the best compared isomer or geometry (same formula, charge and spin) is 0.0 kJ/mol.

Geometry (Å):
S1 0.8590 1.3215 1.9713
N1 -1.7849 1.6404 0.8595
Cl1 2.6033 -0.9775 0.3473
N2 -2.1879 0.0271 -1.1892
Cl2 2.2942 2.7050 4.3339
C1 4.5694 -0.4229 2.0697
O1 -0.3522 -2.3951 -2.9039
C2 -3.3815 -1.9380 -4.0749
H1 -1.5790 -2.6297 -3.8524
C3 -3.1234 -1.0432 -2.9200
O2 -2.3951 -2.7394 -4.4311
C4 4.4363 1.1958 3.8236
C5 3.2725 -0.1210 1.6877
H2 -3.7750 1.1962 -0.7521
C6 2.5039 0.8487 2.3542
C7 5.1536 0.2325 3.1356
N3 -3.4246 0.4764 -1.3704
C8 -0.6246 -1.5233 -2.0704
C9 3.1421 1.4918 3.4364
O3 -4.4468 -1.9215 -4.6498
C10 -4.0286 -0.1374 -2.4005
Zn1 -0.3455 0.3553 0.2082
O4 0.1464 -1.0930 -1.1546
C11 -2.6487 2.3549 1.1864
C12 -1.9788 -0.8878 -2.1067
H3 4.8685 1.7247 4.6620
H4 -5.0348 0.0782 -2.7175
Se1 -4.0205 3.3644 1.5639
H5 5.1159 -1.1787 1.5209
H6 6.1669 -0.0044 3.4330

Atomic forces in eV per Å
S -0.007 -0.320 -0.366
N -0.184 0.402 0.352
Cl 0.013 -0.022 -0.018
N 0.171 -0.059 0.029
Cl -0.015 0.127 0.135
C 0.039 -0.116 -0.108
O 0.098 0.074 0.139
C -0.114 0.003 -0.060
H 0.094 -0.011 0.040
C 0.092 0.026 0.079
O -0.163 -0.063 -0.162
C -0.055 0.032 0.006
C -0.004 0.212 0.238
H -0.047 0.047 0.027
C -0.074 0.005 -0.036
C 0.113 0.023 0.089
N -0.119 0.038 -0.023
C -0.005 0.022 0.021
C 0.033 -0.253 -0.267
O 0.042 0.000 0.024
C 0.026 -0.102 -0.100
Zn 0.132 -0.044 0.025
O 0.030 0.190 0.231
C 0.992 -0.904 -0.470
C -0.094 -0.040 -0.097
H -0.003 -0.002 -0.004
H 0.015 0.047 0.062
Se -0.966 0.683 0.235
H -0.034 0.010 -0.007
H -0.010 -0.007 -0.013

These are the natural (NBO) partial charges, in e, on atoms 1 to 8: atom 1 (S): -0.4600, atom 2 (N): -0.7817, atom 3 (Cl): 0.0270, atom 4 (N): -0.3269, atom 5 (Cl): 0.0073, atom 6 (C): -0.2320, atom 7 (O): -0.6665, atom 8 (C): 0.7820

2.
Entry from the OMol25 dataset: C37H45N9O5S3W as an isolated structure at a distorted geometry (the ωB97M-V functional and the def2-TZVPD basis).

Its multiplicity is 3. The value obtained for the HOMO energy (alpha / beta) is -0.45982 / -0.45983 hartree. As for the total charge: +2. The value obtained for the energy relative to the best compared isomer or geometry (same formula, charge and spin) is 39.5 kJ/mol.

Geometry (Å):
N1 1.9482 -6.3672 20.8302
H1 0.8545 -1.1553 24.4317
W1 -1.3363 -4.2841 20.0306
C1 -2.3306 -1.6881 19.0175
H2 -1.0574 -5.7753 24.5533
C2 -1.4075 -7.4822 22.9189
O1 -1.4711 -6.1658 20.9198
C3 -1.3225 -6.2212 22.2209
H3 -0.4071 0.5928 23.3756
O2 0.7683 -4.5092 20.3522
H4 -3.6345 -7.7333 17.5177
C4 2.2549 -5.9850 22.2590
C5 -3.1604 -5.3221 14.9659
C6 1.0117 -2.3517 17.9731
C7 -5.7769 -9.3267 17.6617
H5 -1.9414 -0.2173 23.5424
H6 -5.8274 -6.8483 20.9463
H7 1.6811 -8.3480 20.2028
H8 -2.1902 -5.6139 14.6289
H9 2.8536 -2.0364 17.0194
N2 -6.7481 -8.3977 18.2928
H10 -4.2037 -7.6028 21.0335
C8 -1.3955 -9.9922 24.1747
N3 -1.2295 -2.4314 18.9625
H11 -5.3363 -10.8591 19.7171
C9 -0.6177 -0.5904 17.6457
H12 3.3067 -5.9894 22.3665
C10 -1.5549 -9.9159 22.7834
C11 -1.2527 -8.8648 24.9386
H13 -5.1969 -4.3628 15.9280
H14 -1.3587 -10.9733 24.6055
C12 -5.1424 -7.5626 20.4620
C13 0.6756 -6.3200 18.7766
S1 -0.5207 -1.4119 21.9807
C14 2.5041 -7.6477 20.4014
H15 -3.5116 -4.4992 14.3479
C15 -5.4674 -3.4865 21.1728
H16 -6.1635 -10.3420 17.6485
H17 1.8329 -5.0105 22.4458
N4 -4.8506 -7.0745 19.1036
H18 -1.1408 -8.9033 26.0496
C16 1.4669 -0.4666 16.5736
H19 -3.0466 -8.1236 19.1470
C17 -1.2326 -7.6080 24.3181
H20 0.2611 -7.2971 19.0029
H21 -5.6104 -9.0047 16.6313
N5 -4.4997 -9.3984 18.4005
H22 -1.3434 -6.9044 17.2675
O3 -2.6551 -4.6003 18.4372
N6 -5.7379 -8.9352 20.4680
C18 -3.4910 -2.2113 19.7659
H23 -6.7840 -2.1418 20.0954
C19 -4.4631 -4.0846 16.6733
H24 -7.4572 -9.8414 19.6296
H25 2.1281 0.0708 15.8920
N7 -3.2265 -4.8624 16.3300
C20 -2.3844 -5.1067 17.3019
H26 -1.6713 -10.7920 22.1901
C21 -0.8705 -0.3870 23.4449
C22 1.1679 -5.6696 20.0628
N8 -1.1396 -5.1213 22.9191
C23 -0.2273 -1.0902 24.6019
H27 -7.6204 -8.1301 20.2498
H28 -3.8787 -6.1085 14.8501
H29 -5.0297 -0.9091 18.9886
H30 1.4756 -6.3981 18.0484
H31 -3.9641 -4.7862 21.9849
C24 -1.5382 -8.6822 22.2088
O4 -1.0394 -6.5319 25.1241
C25 -4.8081 -1.7662 19.6169
H32 -1.6156 -8.5544 21.1107
C26 1.8589 -1.6581 17.1804
H33 -4.2152 -3.0198 16.5731
C27 -1.0957 -5.8553 17.1621
C28 -7.0069 -8.8467 19.6955
H34 -5.9309 -6.7555 17.3315
H35 1.2600 -3.2906 18.4402
C29 -0.8191 -2.8974 22.8181
C30 -3.9441 -8.0614 18.5142
H36 1.7687 -6.7405 22.9228
C31 0.2298 0.0654 16.7672
C32 -4.8419 -9.8844 19.7568
C33 -0.2313 -1.8324 18.1914
S2 -0.7976 -2.8559 24.5198
H37 3.0744 -8.0377 21.2614
H38 -0.4551 -0.6890 25.6006
C34 -4.1744 -3.9007 21.3096
H39 -0.1455 0.9339 16.2240
N9 -0.9903 -3.9875 22.1401
H40 -3.9221 -10.0307 20.3295
C35 -3.1452 -3.3092 20.6263
H41 -0.6114 -5.6600 16.2006
H42 3.1359 -7.5525 19.4787
H43 -6.7836 -6.3148 18.8141
H44 -4.8071 -4.2527 17.6843
C36 -6.1177 -7.1193 18.3552
C37 -5.7784 -2.4268 20.3212
O5 -0.3325 -5.4474 18.2799
H45 -6.2611 -4.0485 21.6482
S3 -2.2754 -0.1752 18.1616

Atomic forces in eV per Å
N 0.602 -0.001 1.088
H -0.199 0.274 0.305
W -0.512 -0.111 0.451
C -0.369 -0.184 -0.020
H 0.032 1.447 -0.637
C 0.455 -1.044 0.919
O 0.172 0.083 -0.559
C -0.298 1.348 0.342
H 0.144 0.091 -0.539
O -0.204 0.112 -0.023
H -0.114 0.082 -0.182
C -1.640 -0.617 -0.862
C -0.642 0.600 -0.229
C -0.038 -0.952 0.461
C -0.039 0.070 0.339
H -0.049 -0.285 0.072
H 0.104 -0.376 -0.078
H 0.284 0.002 0.049
H 0.651 -0.258 0.023
H 0.202 -0.007 -0.141
N -0.008 -0.726 0.688
H -0.178 0.083 -0.093
C -0.049 -0.290 -0.482
N -0.446 1.009 0.089
H -0.011 0.170 -0.231
C -0.641 -0.704 0.296
H 1.044 0.038 0.262
C 0.178 0.441 0.696
C 0.160 0.327 0.908
H -0.270 0.043 0.064
H -0.088 -0.235 0.422
C 0.087 -0.643 0.283
C 0.108 0.331 -0.047
S -0.134 0.565 0.034
C 0.142 -0.491 -0.271
H 0.181 0.049 -0.193
C -1.174 0.370 -0.505
H -0.333 0.020 -0.088
H -0.013 0.218 0.114
N -0.032 -0.568 0.148
H -0.064 0.032 -1.174
C 0.983 0.334 -0.838
H -0.055 0.103 -0.065
C -0.061 0.766 0.544
H -0.145 -0.207 -0.040
H 0.080 0.052 0.052
N -0.654 -0.266 0.153
H 0.070 -0.510 -0.194
O 0.439 -0.810 -0.264
N -0.019 0.399 -0.594
C 0.993 -0.299 0.493
H -0.617 0.015 0.383
C 0.840 0.221 -0.582
H -0.123 0.233 0.259
H 0.017 -0.351 0.245
N -0.413 0.132 1.022
C -0.781 1.258 0.450
H -0.024 -0.522 -0.281
C 0.049 0.505 0.119
C 0.083 -0.414 -0.101
N 0.261 -0.802 -0.090
C 0.119 -1.188 0.167
H -0.302 -0.171 -0.482
H -0.232 -0.722 -0.244
H -0.130 -0.162 -0.060
H 0.237 -0.143 -0.155
H -0.241 1.073 -0.858
C -0.209 0.798 -1.867
O -0.125 -1.877 0.336
C 1.466 0.273 0.130
H -0.071 -0.337 0.686
C 1.073 0.514 -0.634
H -0.140 -0.190 -0.042
C -0.354 -0.286 -0.116
C 1.025 -0.229 -0.232
H 0.101 -0.197 0.095
H 0.252 -0.004 -0.027
C 0.223 0.092 -0.529
C 0.458 -0.050 0.110
H 0.421 0.546 -0.526
C -1.364 0.643 0.103
C 0.066 0.711 0.373
C -1.614 1.098 0.401
S 0.029 0.361 0.825
H -0.076 0.071 -0.731
H -0.005 -0.129 -0.448
C 0.849 -1.949 1.714
H 0.433 -0.065 0.232
N -0.649 -0.052 -0.282
H 0.003 0.224 0.023
C 0.175 1.083 -1.658
H 0.206 -0.008 0.276
H -0.420 -0.052 1.000
H 0.488 -1.207 -0.388
H 0.051 -0.372 0.085
C -0.434 2.428 -0.119
C -0.469 -0.338 -0.074
O 0.221 0.557 0.423
H -0.041 0.175 0.135
S 1.056 -1.069 -0.018

These are the Mulliken partial charges, in e, on atoms 1 to 8: atom 1 (N): 0.1851, atom 2 (H): 0.3182, atom 3 (W): 0.1248, atom 4 (C): 0.5654, atom 5 (H): 0.6027, atom 6 (C): -0.2562, atom 7 (O): -0.4151, atom 8 (C): 0.5842

3.
Entry from the OMol25 dataset: a 3-piece molecular cluster, C7H14N5O3 overall at a distorted geometry (the ωB97M-V functional and the def2-TZVPD basis).

The value obtained for the HOMO energy is -0.41279 hartree. As for the total charge: +1. The value obtained for the energy relative to the best compared isomer or geometry (same formula, charge and spin) is 58.5 kJ/mol.

Geometry (Å):
H1 2.5923 -1.0434 2.5333
H2 -3.0578 1.1873 2.3093
C1 1.3129 0.7138 -0.8479
O1 1.0872 -2.3047 1.3773
H3 2.3712 0.9267 -0.7111
N1 -2.2981 1.4573 1.6482
C2 -0.0869 -1.3372 -0.9032
N2 2.4927 -0.6530 1.6403
C3 -1.9031 1.8050 -0.6924
N3 -0.5204 -0.8712 -2.0842
C4 -2.5043 1.2100 0.3634
H4 0.8264 1.5678 -0.2556
H5 -1.0393 0.0065 -2.2066
H6 -1.5246 2.1080 1.7719
C5 1.5453 -1.1718 0.8689
N4 0.9541 -0.5811 -0.2036
H7 -1.2244 2.6579 -0.5466
O2 5.2548 -0.0957 0.5965
H8 1.2165 0.6443 -1.9259
N5 -0.3916 -2.4662 -0.4712
C6 5.8827 0.2446 -0.3166
H9 -2.1090 1.6351 -1.7138
H10 0.1922 -4.0305 0.8705
C7 -0.0725 -2.9118 0.8525
H11 -3.2202 0.3939 0.3200
H12 -1.0089 -1.6112 -2.5738
H13 3.1758 0.1100 1.3623
H14 -1.0495 -2.5186 1.4439
O3 6.4954 0.6311 -1.2245

Atomic forces in eV per Å
H 0.347 -0.794 1.178
H 1.654 0.868 -0.542
C 0.966 1.029 2.447
O 1.451 1.403 0.090
H 0.306 -0.345 0.147
N 0.485 0.316 1.822
C 1.323 -0.344 1.625
N 0.960 2.297 -2.419
C 0.378 0.472 1.368
N -0.629 0.496 -1.946
C -0.673 -0.803 -2.252
H 0.144 -1.263 -1.552
H 0.738 -0.343 0.741
H -0.904 0.011 1.216
C -1.263 0.517 0.290
N 0.021 0.034 -0.428
H -0.336 -0.330 0.208
O -0.348 -0.242 0.344
H -0.727 0.168 0.221
N -0.840 -1.447 0.397
C 0.860 0.811 -1.125
H -0.566 -0.492 -0.741
H -1.048 1.739 0.186
C -2.584 -0.281 -0.783
H -0.193 0.091 -1.074
H 0.002 -0.016 0.081
H -1.467 -1.484 0.323
H 2.439 -1.568 -0.562
O -0.494 -0.500 0.739

These are the natural (NBO) partial charges, in e, on atoms 1 to 8: atom 1 (H): 0.4358, atom 2 (H): 0.4212, atom 3 (C): -0.4306, atom 4 (O): -0.4527, atom 5 (H): 0.2084, atom 6 (N): -0.8117, atom 7 (C): 0.6068, atom 8 (N): -0.7511

4.
Entry from the OMol25 dataset: one molecule with the formula C18H19F3NO3PS3 (the ωB97M-V functional and the def2-TZVPD basis).

The value obtained for the HOMO energy is -0.30563 hartree. The value obtained for the energy relative to the best compared isomer or geometry (same formula, charge and spin) is 0.0 kJ/mol.

Geometry (Å):
O1 -1.7119 -4.2313 2.5039
O2 -0.6349 -6.5104 2.4129
H1 -2.5069 4.5754 2.5563
H2 1.1541 2.8829 -2.1347
C1 0.2788 -0.5353 1.0285
C2 0.1298 2.6548 -1.8436
C3 1.9729 -2.7305 0.2087
C4 0.7876 -4.4461 1.4551
C5 1.4778 -5.4173 0.7324
C6 -0.7285 0.4200 1.1160
H3 -0.3876 1.1367 -3.2734
H4 -0.3444 3.5701 -1.4915
C7 -0.1886 2.9453 -4.3251
C8 -1.3333 3.8977 0.8695
H5 -1.8224 4.7010 0.3181
H6 -2.5704 2.1633 1.1608
H7 -2.4745 2.3811 -3.7234
C9 -1.5362 4.1185 2.3683
C10 1.1637 0.6172 -0.8652
H8 -0.7216 -6.6719 1.4660
C11 2.5953 -3.7175 -0.5373
H9 1.9120 0.6701 -1.6478
H10 -1.8865 -4.0996 1.5637
H11 -2.4174 2.6303 -0.5301
N1 2.3141 -1.3711 -0.0698
F1 -0.4004 4.2856 -4.2283
H12 2.8980 -5.8126 -0.8328
H13 -1.4954 3.1737 2.9077
C12 -0.7877 1.4945 0.2358
H14 1.3379 -6.4652 0.9591
O3 -2.0133 2.3529 -2.8784
F2 1.1298 2.7488 -4.5776
C13 -0.6283 2.1894 -3.0838
S1 0.3484 -1.8270 2.2210
C14 -1.8720 2.5267 0.4067
C15 1.0609 -3.0843 1.2109
S2 -0.3723 5.2838 3.1320
C16 2.3722 -5.0580 -0.2641
C17 1.2440 -0.4298 0.0366
H15 3.2813 -3.4183 -1.3184
S3 0.3433 -4.7403 4.5542
H16 3.0955 -1.0821 0.5098
H17 -0.2660 3.9749 0.6502
C18 0.1705 1.5870 -0.7797
P1 -0.3218 -4.9784 2.7824
H18 0.7297 4.7858 2.5649
H19 -1.4819 0.3351 1.8896
F3 -0.8935 2.5243 -5.4163

Atomic forces in eV per Å
O -0.033 0.066 -0.030
O 0.181 -0.112 0.074
H -0.127 -0.167 0.037
H 0.031 0.105 -0.014
C -0.113 0.192 -0.079
C -0.073 0.004 -0.004
C -0.157 0.017 0.098
C 0.086 0.276 -0.098
C 0.119 0.044 -0.158
C 0.126 0.000 -0.061
H 0.025 0.002 -0.104
H 0.082 0.011 -0.061
C 0.152 0.598 -0.440
C 0.043 0.076 0.078
H 0.035 0.067 -0.001
H -0.157 -0.036 -0.090
H 0.003 -0.164 -0.050
C 0.080 0.069 0.037
C -0.015 0.061 -0.028
H -0.128 -0.014 -0.009
C 0.025 -0.217 0.009
H 0.012 0.001 -0.025
H -0.061 0.072 0.002
H -0.036 0.017 0.023
N -0.081 -0.010 0.207
F 0.228 -0.837 -0.030
H -0.026 -0.055 0.036
H 0.028 -0.050 0.015
C -0.009 -0.050 0.125
H -0.008 -0.013 0.019
O -0.011 0.157 0.090
F -0.796 0.114 0.022
C 0.013 -0.117 -0.091
S 0.083 0.013 0.098
C 0.063 0.128 -0.050
C 0.094 -0.320 -0.077
S -0.071 0.146 -0.064
C -0.006 0.112 -0.009
C -0.076 -0.029 0.067
H -0.006 0.042 -0.001
S -0.174 -0.024 -0.175
H 0.080 0.005 -0.085
H -0.033 -0.056 -0.036
C -0.039 -0.126 0.037
P 0.110 -0.037 0.219
H 0.119 -0.075 0.015
H -0.002 -0.064 0.038
F 0.422 0.177 0.524

These are the natural (NBO) partial charges, in e, on atoms 1 to 8: atom 1 (O): -0.9727, atom 2 (O): -0.9769, atom 3 (H): 0.2224, atom 4 (H): 0.2359, atom 5 (C): -0.1125, atom 6 (C): -0.4422, atom 7 (C): 0.2113, atom 8 (C): -0.4656

Question: Among the records above, which one has the highest energy relative to the best compared isomer or geometry (same formula, charge and spin)?
Answer: C7H14N5O3

Question: The highest energy relative to the best compared isomer or geometry (same formula, charge and spin) belongs to which entry?
Answer: C7H14N5O3

Question: energy relative to the best compared isomer or geometry (same formula, charge and spin) of number 3 (C7H14N5O3)?
Answer: 58.5 kJ/mol

Question: Number 2 is which compound?
Answer: C37H45N9O5S3W